This record from the OMol25 dataset describes C6H15N2O2P as an isolated structure. The level of theory is ωB97M-V/def2-TZVPD.

ORCA input file:
```
! wB97M-V def2-TZVPD RIJCOSX def2/J DEFGRID3
* xyz 0 1
C 0.052 -0.733 1.345
C 1.885 -1.002 -1.081
C 3.070 0.938 -0.537
C 1.075 0.304 0.782
C -2.533 1.361 -0.748
C 2.284 -0.163 0.090
N 0.193 -1.578 2.244
N -3.915 1.549 -0.637
O -2.847 -0.847 1.723
O -1.745 -1.799 -0.421
P -1.825 -0.501 0.689
H 1.690 -0.234 -1.883
H 1.067 -1.612 -0.825
H 2.693 -1.652 -1.483
H 2.443 1.589 -1.158
H 3.810 0.493 -1.180
H 3.448 1.657 0.248
H 1.406 0.925 1.520
H 0.409 0.850 0.022
H -2.029 0.962 -1.492
H -2.093 2.201 -0.167
H 2.895 -0.721 0.816
H -0.508 -2.036 2.823
H -4.138 1.444 0.335
H -2.235 -2.357 0.194
H -4.554 0.963 -1.219
*
```

## Properties
HOMO energy: -7.872 eV
frontier orbital gap: 8.210 eV
energy relative to the best compared isomer or geometry (same formula, charge and spin): 228.3 kJ/mol
DFT total energy: -22827.2494 eV

=====

This record from the OMol25 dataset describes a 2-piece molecular cluster, C6H15N2O2S overall. The level of theory is ωB97M-V/def2-TZVPD.

ORCA input file:
```
! wB97M-V def2-TZVPD RIJCOSX def2/J DEFGRID3
* xyz 1 1
C -0.559 -1.214 -3.980
C -0.816 -1.258 1.804
C 1.978 -0.597 -2.304
C -0.006 0.585 2.975
C -2.400 0.305 2.725
C 1.422 -1.938 -2.770
N -0.012 -1.695 -2.946
N -1.066 -0.211 2.465
O -0.305 -2.599 -0.200
O -2.139 -1.314 -0.988
S -0.704 -1.434 -1.006
H -0.035 -1.041 -4.940
H -1.635 -0.902 -3.950
H 0.152 -1.596 1.521
H -1.549 -1.945 1.491
H 3.004 -0.833 -1.927
H 2.062 0.042 -3.235
H 1.251 -0.197 -1.505
H -0.262 1.036 3.871
H 0.806 -0.007 3.222
H 0.400 1.324 2.237
H -2.529 0.549 3.806
H -2.432 1.202 2.151
H -3.139 -0.407 2.340
H 1.765 -2.487 -3.677
H 1.405 -2.662 -1.904
*
```

## Properties
HOMO energy: -12.581 eV
frontier orbital gap: 8.488 eV
energy relative to the best compared isomer or geometry (same formula, charge and spin): 0.0 kJ/mol
DFT total energy: -24366.1075 eV